Density functional theory data (ωB97M-V/def2-TZVPD) for a molecular structure, C4H10ClNO2.

Results
Charge: 0
Max |F| in eV Å⁻¹: 7.82
Orbital gap (alpha / beta) in eV: 5.3 / 7.7
ΔE to the lowest compared entry with this formula, charge and spin in kJ/mol: 73.0
2S+1: 3

Atoms and positions in Å:
C -0.362 -0.650 -2.411
C -0.987 1.235 2.172
C 0.128 -0.773 -0.996
C -0.027 0.169 1.543
N -0.090 0.517 -0.308
O 1.514 -1.273 -0.811
O 1.214 0.098 1.961
Cl 1.121 1.699 -0.503
H -0.105 0.301 -2.958
H -1.393 -0.787 -2.316
H 0.007 -1.455 -2.975
H -1.288 0.888 3.151
H -1.892 1.217 1.517
H -0.517 2.252 2.194
H -0.504 -1.535 -0.488
H -0.527 -0.727 1.551
H 1.996 -0.831 -1.582
H 1.713 -0.344 1.257

And the Mulliken charges, in e, turn out to be:
1 C -1.426
2 C -1.076
3 C 0.188
4 C 0.214
5 N -0.112
6 O -0.536
7 O -0.477
8 Cl -0.268
9 H 0.300
10 H 0.410
11 H 0.423
12 H 0.370
13 H 0.295
14 H 0.296
15 H 0.271
16 H 0.366
17 H 0.363
18 H 0.400

=====

Density functional theory data (ωB97M-V/def2-TZVPD) for a gas-phase ion, C4H10N3 (charge +1).

Results
Charge: +1
Max |F| in eV Å⁻¹: 3.99
Orbital gap in eV: 9.2
SMILES: CCN(CC)[N+]#N
ΔE to the lowest compared entry with this formula, charge and spin in kJ/mol: 476.2

Atoms and positions in Å:
C 2.500 -0.567 -0.045
C 1.074 -0.925 0.208
N 0.126 0.064 -0.299
C -1.354 -0.062 0.024
C -2.021 1.262 -0.178
N 0.542 1.593 0.145
N 1.326 2.341 0.135
H 3.218 -1.384 0.353
H 2.840 -0.434 -1.104
H 2.999 0.337 0.267
H 0.830 -1.848 -0.392
H 0.900 -1.157 1.218
H -1.554 -0.421 1.004
H -1.865 -0.742 -0.637
H -1.650 1.856 0.572
H -1.818 1.661 -1.130
H -3.045 1.303 0.015

And the Mulliken charges, in e, turn out to be:
1 C -1.306
2 C -0.112
3 N 0.109
4 C -0.200
5 C -1.418
6 N 0.483
7 N -0.302
8 H 0.332
9 H 0.384
10 H 0.405
11 H 0.335
12 H 0.343
13 H 0.321
14 H 0.360
15 H 0.424
16 H 0.400
17 H 0.440

=====

Density functional theory data (ωB97M-V/def2-TZVPD) for C12H16N2O3 in the gas phase.

Results
Charge: 0
Max |F| in eV Å⁻¹: 3.25
Orbital gap in eV: 9.7
SMILES: C[C@H](N)C(=O)N[C@@H](Cc1ccccc1)C(=O)O
ΔE to the lowest compared entry with this formula, charge and spin in kJ/mol: 127.3

Atoms and positions in Å:
C 2.114 3.973 0.248
C 1.092 2.816 0.230
N -0.315 3.250 0.050
C 1.267 2.040 1.536
O 1.881 2.537 2.507
N 0.671 0.811 1.655
C -0.125 0.104 0.648
C 0.762 -1.023 -0.018
C 0.124 -1.708 -1.149
C -0.396 -3.002 -0.908
C -0.998 -3.700 -1.876
C -1.102 -3.075 -3.154
C -0.609 -1.809 -3.392
C -0.026 -1.085 -2.357
C -1.331 -0.557 1.320
O -2.496 -0.520 0.989
O -0.976 -1.118 2.507
H 3.088 3.468 0.373
H 2.036 4.647 1.141
H 2.118 4.417 -0.698
H 1.296 2.122 -0.590
H -0.496 3.423 -1.028
H -0.475 4.120 0.646
H 0.765 0.375 2.563
H -0.515 0.893 -0.070
H 1.706 -0.411 -0.321
H 1.002 -1.713 0.810
H -0.217 -3.527 0.088
H -1.365 -4.744 -1.703
H -1.589 -3.569 -3.949
H -0.473 -1.459 -4.461
H 0.506 -0.102 -2.442
H -1.784 -1.396 2.922

And the Mulliken charges, in e, turn out to be:
1 C -1.548
2 C 0.549
3 N -0.562
4 C 0.233
5 O -0.701
6 N -0.031
7 C 0.515
8 C -1.047
9 C 0.652
10 C -0.274
11 C -0.607
12 C -0.352
13 C -0.690
14 C -0.069
15 C -0.022
16 O -0.584
17 O -0.449
18 H 0.338
19 H 0.311
20 H 0.467
21 H 0.133
22 H 0.272
23 H 0.286
24 H 0.249
25 H 0.400
26 H 0.359
27 H 0.319
28 H 0.227
29 H 0.327
30 H 0.404
31 H 0.272
32 H 0.270
33 H 0.351

=====

Question: Look up the ΔE to the lowest compared entry with this formula, charge and spin of the second one.
Answer: 476.2 kJ/mol

=====

Please write out number 2 again, unchanged.
Density functional theory data (ωB97M-V/def2-TZVPD) for a gas-phase ion, C4H10N3 (charge +1).

Results
Charge: +1
Max |F| in eV Å⁻¹: 3.99
Orbital gap in eV: 9.2
SMILES: CCN(CC)[N+]#N
ΔE to the lowest compared entry with this formula, charge and spin in kJ/mol: 476.2

Atoms and positions in Å:
C 2.500 -0.567 -0.045
C 1.074 -0.925 0.208
N 0.126 0.064 -0.299
C -1.354 -0.062 0.024
C -2.021 1.262 -0.178
N 0.542 1.593 0.145
N 1.326 2.341 0.135
H 3.218 -1.384 0.353
H 2.840 -0.434 -1.104
H 2.999 0.337 0.267
H 0.830 -1.848 -0.392
H 0.900 -1.157 1.218
H -1.554 -0.421 1.004
H -1.865 -0.742 -0.637
H -1.650 1.856 0.572
H -1.818 1.661 -1.130
H -3.045 1.303 0.015

And the Mulliken charges, in e, turn out to be:
1 C -1.306
2 C -0.112
3 N 0.109
4 C -0.200
5 C -1.418
6 N 0.483
7 N -0.302
8 H 0.332
9 H 0.384
10 H 0.405
11 H 0.335
12 H 0.343
13 H 0.321
14 H 0.360
15 H 0.424
16 H 0.400
17 H 0.440

=====

Question: What is the formula in the second record?
Answer: C4H10N3